Record 1
A cluster of 6 separate species, H14NO5 in total in a non-equilibrium geometry. Source: OMol25; level of theory: ωB97M-V with the def2-TZVPD basis set.

XYZ file:
```
20
Properties=species:S:1:pos:R:3:forces:R:3:mulliken_spin:R:1
N 0.193097 1.327240 0.305093 0.362 3.211 -0.562 0.000
H -0.487885 1.971952 0.745023 -0.437 -0.371 0.324 0.000
H -0.119602 1.216952 -0.656054 -0.209 -1.256 0.113 0.000
H 0.467790 0.565892 0.934996 -0.236 -0.304 -0.174 0.000
H 0.907148 2.068163 0.151072 0.431 -0.921 0.506 0.000
H 4.135586 -3.392261 -2.057846 -0.283 0.211 0.251 -0.012
H 5.143772 -3.001758 -1.018758 -0.021 0.268 0.449 -0.010
O 4.203257 -2.854837 -1.236814 0.257 -0.503 -0.779 0.373
H -0.735205 4.587736 1.238493 0.262 0.190 0.255 0.000
H -1.924453 4.099211 0.445493 0.183 -0.126 0.025 0.000
O -1.042507 3.827854 0.741184 -0.424 -0.228 -0.283 0.000
H -4.878983 -1.000778 -1.652770 -0.001 0.024 0.134 -0.014
H -4.440463 0.261473 -2.434936 -0.018 0.062 0.057 -0.014
O -4.320172 -0.200320 -1.581271 -0.058 -0.132 -0.263 0.487
H 0.710186 -2.628474 -0.569591 -0.079 0.088 -0.033 -0.006
H 1.932367 -1.865054 -1.083267 -0.218 0.148 0.172 -0.007
O 1.048303 -1.727528 -0.694133 0.369 -0.245 -0.078 0.202
H -0.915615 -0.453117 2.978072 -0.075 0.768 0.387 0.000
H 0.082866 -1.218433 2.288091 0.711 0.146 0.079 0.000
O -0.029357 -0.310561 2.615895 -0.516 -1.030 -0.581 0.000
```
Forces are in eV/Å.

As for the charge: +2. Its spin multiplicity is 2. For the frontier orbital gap (spin up / spin down), the calculation gives 12.3 / 1.9 eV.



Record 2
A structure of composition H14Na4O11S in a non-equilibrium geometry. Source: OMol25; level of theory: ωB97M-V with the def2-TZVPD basis set.

XYZ file:
```
30
Properties=species:S:1:pos:R:3:forces:R:3:lowdin_charge:R:1
Na 2.692698 2.683589 0.408275 -0.284 0.295 0.485 0.792
Na -2.086491 -0.933755 -2.826178 0.058 -0.481 0.379 0.816
Na 2.795769 -1.687272 0.528003 -0.111 -0.401 -0.041 0.862
Na 0.397424 2.007577 -2.999847 0.003 -0.014 0.215 0.813
S 0.398101 0.238302 -0.516962 -1.576 1.598 2.128 0.366
O 0.036293 0.479679 0.906765 1.491 -1.234 -1.684 -0.356
O 1.382111 1.245342 -0.913725 1.845 1.709 -0.175 -0.395
O 0.965628 -1.085868 -0.730198 1.077 -0.808 0.082 -0.380
O -0.777074 0.491299 -1.332454 -0.748 -0.920 -1.937 -0.341
O 2.915178 -0.054349 -2.703403 0.397 0.059 -0.521 -0.026
H 2.508806 -0.896444 -2.498539 -0.134 -0.258 -0.132 0.024
H 2.732941 0.492323 -1.939085 -0.208 0.078 0.177 -0.026
O -0.700752 -2.657755 0.662617 -0.135 -0.470 -0.430 -0.030
H -0.961187 -2.218734 1.472350 -0.208 -0.157 0.664 0.024
H -0.151881 -2.018259 0.208732 -0.014 -0.088 0.035 -0.055
O -2.916451 2.129422 -0.875545 -0.361 0.298 -1.380 -0.058
H -2.734367 2.340264 0.040215 0.010 -0.117 0.674 0.004
H -2.296513 1.432074 -1.089108 -0.001 0.123 0.465 -0.050
O -0.149402 -1.128910 3.070664 -0.191 -0.263 0.348 -0.018
H -0.234191 -0.567266 2.300211 0.064 0.409 -0.121 -0.032
H 0.753416 -1.445340 3.038786 0.138 -0.225 0.304 0.039
O -2.174358 1.508606 1.645830 -0.460 0.443 0.419 -0.026
H -2.794061 0.791371 1.779128 -0.422 -0.060 0.206 0.072
H -1.351320 1.075644 1.419139 -0.068 -0.015 -0.020 -0.044
O 1.001858 2.554105 2.197236 1.247 0.784 -0.514 -0.028
H 0.954686 1.944407 2.933627 -0.150 -0.089 0.410 0.069
H 0.566690 2.096069 1.478169 -0.727 -0.352 0.155 -0.019
O -0.330929 -3.015196 -2.264223 -0.550 0.535 -0.883 -0.024
H 0.334654 -2.429003 -1.904199 0.185 0.014 0.168 -0.012
H -0.777277 -3.371922 -1.496281 -0.168 -0.392 0.525 0.040
```
Forces are in eV/Å.

As for the charge: +2. For the frontier orbital gap, the calculation gives 8.3 eV.



Record 3
A structure of composition H14NaO7. Source: OMol25; level of theory: ωB97M-V with the def2-TZVPD basis set.

XYZ file:
```
22
Properties=species:S:1:pos:R:3:forces:R:3:lowdin_charge:R:1
Na -0.091380 0.233182 -0.286028 0.259 -0.041 -0.079 0.429
O -1.902577 1.627747 -1.214851 0.101 0.022 0.334 -0.026
H -2.444230 1.881170 -0.459556 -0.081 0.119 -0.092 0.052
H -1.984878 2.376672 -1.815773 0.052 -0.078 -0.106 0.073
O 1.274761 1.831241 1.052809 -0.142 -0.044 -0.151 -0.029
H 1.762822 1.806954 1.883165 -0.077 -0.088 0.037 0.069
H 1.467144 2.695651 0.674141 0.053 -0.010 0.018 0.066
O 1.746422 -1.571118 0.313239 0.024 0.425 -0.152 -0.030
H 2.503778 -1.145254 0.735783 0.003 -0.047 -0.017 0.081
H 2.105885 -1.965386 -0.487648 -0.037 -0.175 0.074 0.069
O -0.992490 -1.566440 -1.709614 0.054 -0.089 0.234 -0.029
H -1.496210 -2.273192 -1.288974 0.013 -0.011 -0.020 0.073
H -0.814789 -1.893819 -2.596816 -0.081 0.078 -0.046 0.065
O -1.845263 0.047304 1.817221 0.144 0.345 -0.476 -0.022
H -2.563648 0.211655 1.196448 -0.245 -0.231 0.218 0.054
H -1.848715 0.813370 2.404977 0.039 -0.060 0.061 0.078
O 1.397450 0.396401 -2.268068 -0.160 -0.007 0.043 -0.029
H 1.525091 -0.476869 -2.651943 0.060 0.022 -0.030 0.053
H 1.335204 0.985812 -3.027795 0.049 0.047 0.036 0.071
O 0.506084 -1.412334 2.893230 0.067 0.250 -0.026 -0.049
H 0.768041 -1.491223 1.967625 -0.125 -0.286 0.155 -0.022
H -0.408500 -1.111525 2.868430 0.030 -0.141 -0.016 0.003
```
Forces are in eV/Å.

As for the charge: +1. For the frontier orbital gap, the calculation gives 10.4 eV.



Record 4
A cluster of 7 separate species, H14O7 in total in a non-equilibrium geometry. Source: OMol25; level of theory: ωB97M-V with the def2-TZVPD basis set.

XYZ file:
```
21
Properties=species:S:1:pos:R:3:forces:R:3:mulliken_spin:R:1
O -3.125679 2.217083 -0.421345 -0.382 -0.094 -0.042 0.127
H -2.474319 2.279063 -1.119995 0.311 -0.066 -0.184 -0.031
H -3.522879 3.087253 -0.385665 -0.110 0.248 0.058 -0.023
O 3.014931 0.123443 0.608135 -0.811 0.118 -0.816 0.077
H 3.603491 -0.319387 1.219465 0.647 -0.215 0.651 -0.002
H 3.117001 1.053933 0.808135 0.173 0.718 0.069 -0.079
O 1.556971 0.253983 -3.859605 -0.099 0.001 -0.564 0.412
H 2.307171 0.646453 -3.413055 0.270 0.082 0.293 -0.124
H 0.933661 0.062743 -3.158785 -0.123 -0.120 0.305 -0.086
O -1.496139 1.505503 1.781105 -0.087 0.544 1.053 0.038
H -1.007249 0.816493 1.331115 0.217 -0.345 -0.386 0.009
H -2.224759 1.705663 1.193505 -0.182 -0.011 -0.274 0.012
O 2.409321 -2.424157 0.734615 -0.555 -1.007 -0.103 0.591
H 2.788131 -2.213827 1.588135 0.130 0.133 0.363 -0.139
H 3.017381 -2.042447 0.101545 0.130 0.313 -0.295 -0.111
O -3.167549 -2.004717 0.855715 -0.320 -0.065 -0.130 0.049
H -3.505279 -2.642167 1.484865 -0.083 -0.124 0.141 -0.007
H -2.240749 -1.916017 1.077985 0.418 0.247 -0.093 -0.011
O -0.329679 -0.211887 -0.007695 -0.589 -0.409 0.051 0.424
H -0.209339 0.396603 -0.736725 0.148 0.278 -0.242 -0.004
H 0.555561 -0.373607 0.318545 0.898 -0.226 0.144 -0.122
```
Forces are in eV/Å.

As for the charge: -1. Its spin multiplicity is 2. For the frontier orbital gap (spin up / spin down), the calculation gives 2.6 / 10.1 eV.



Q: Which formula does entry 1 have?
A: H14NO5



Q: What is the charge in the first record?
A: +2



Q: Which value of charge does entry 3 give?
A: +1